[1]
{"formula": "C16H22N2O4S", "method": "wB97M-V/def2-TZVPD", "gap_ev": 9.1, "e_tot_ha": -1431.57091, "species": ["C", "C", "C", "C", "C", "C", "C", "H", "H", "N", "C", "O", "C", "H", "H", "S", "O", "C", "C", "O", "N", "H", "C", "H", "C", "C", "H", "C", "H", "C", "H", "H", "O", "H", "H", "H", "H", "H", "H", "H", "H", "H", "H", "H", "H"], "positions_angstrom": [[1.26858, -3.94657, 4.98619], [0.95733, -3.44137, 3.61018], [1.73593, -2.45771, 3.01523], [1.46994, -2.00199, 1.73717], [0.40041, -2.53186, 1.02401], [-0.38658, -3.52067, 1.61035], [-0.10811, -3.96564, 2.88642], [-0.72776, -4.73200, 3.32943], [-1.21993, -3.93149, 1.05827], [0.08195, -2.13807, -0.28063], [0.48419, -1.02562, -0.93808], [1.20319, -0.15247, -0.48895], [-0.10228, -0.94231, -2.32851], [0.12273, -1.83636, -2.90843], [0.24442, -0.05523, -2.85092], [-1.95744, -0.86421, -2.26976], [-2.33096, -2.10648, -1.56904], [-2.07051, 0.47069, -0.98439], [-1.53612, 1.69544, -1.68855], [-1.48797, 1.72147, -2.90655], [-1.15273, 2.70365, -0.89663], [-1.13118, 2.60333, 0.10757], [-0.57093, 3.92888, -1.38937], [-0.41762, 3.82459, -2.46472], [0.75300, 4.20357, -0.67266], [1.84432, 3.14273, -0.92981], [2.64545, 3.55897, -1.53747], [2.32855, 2.75022, 0.47243], [1.94534, 1.76501, 0.73054], [1.70461, 3.82736, 1.36360], [2.36968, 4.70065, 1.43954], [1.45403, 3.48188, 2.36695], [0.50139, 4.19786, 0.72534], [3.41242, 2.73669, 0.55423], [1.43431, 2.27555, -1.44303], [1.11417, 5.20046, -0.97211], [-1.25917, 4.75922, -1.19847], [-3.13113, 0.58242, -0.75861], [-1.53318, 0.20313, -0.07724], [-0.71709, -2.62477, -0.69019], [2.08607, -1.23830, 1.29266], [2.56967, -2.03760, 3.55935], [0.35704, -4.21373, 5.51634], [1.80669, -3.19796, 5.56275], [1.89343, -4.83833, 4.92342]], "nbo_charge": [-0.62, -0.04, -0.19, -0.26, 0.21, -0.24, -0.20, 0.21, 0.21, -0.64, 0.67, -0.64, -0.70, 0.25, 0.27, 1.32, -1.01, -0.70, 0.67, -0.65, -0.60, 0.41, -0.24, 0.24, 0.09, -0.44, 0.21, -0.44, 0.23, -0.07, 0.16, 0.19, -0.54, 0.21, 0.23, 0.17, 0.20, 0.26, 0.25, 0.44, 0.24, 0.21, 0.22, 0.21, 0.22]}

***

[2]
{"formula": "C16H22N2O5S", "method": "wB97M-V/def2-TZVPD", "gap_ev": 9.1, "e_tot_ha": -1506.73470, "species": ["O", "O", "O", "O", "O", "C", "C", "C", "C", "C", "C", "C", "C", "C", "N", "N", "S", "C", "C", "C", "C", "C", "C", "C", "H", "H", "H", "H", "H", "H", "H", "H", "H", "H", "H", "H", "H", "H", "H", "H", "H", "H", "H", "H", "H", "H"], "positions_angstrom": [[-0.84831, -2.58323, 2.59467], [1.92602, 1.86855, -0.49634], [2.38232, -4.71373, -0.54408], [1.43755, -2.36660, -2.79882], [0.35936, -5.51174, -1.01932], [0.16550, -3.16621, 2.93780], [1.09468, 1.01935, -0.78384], [1.19873, -4.69977, -0.41836], [-3.62715, -0.93344, -1.39868], [-2.93462, -1.13830, -0.21742], [-3.20280, 0.03495, -2.30380], [-1.80088, -0.39755, 0.02199], [-2.04697, 0.78882, -2.05734], [-1.37636, 0.61930, -0.77987], [-0.21282, 1.37005, -0.39039], [0.89481, -3.68041, 1.86410], [0.75167, -1.68295, -1.72176], [0.61568, -3.59043, 4.24196], [1.33951, 0.01529, -1.94543], [-1.81440, 2.95697, 0.65280], [0.14452, 2.05272, 1.77381], [-0.38498, 2.57111, 0.47323], [1.30860, -2.23138, -0.06007], [0.58138, -3.53302, 0.41887], [0.84278, -6.10520, -1.53147], [-4.57278, -1.41356, -1.54912], [-3.35382, -1.78256, 0.53882], [-3.65804, 0.11547, -3.28502], [-1.23400, -0.43395, 0.98125], [-1.54116, 1.43180, -2.80298], [1.78256, -4.20666, 1.98837], [1.15185, -2.69897, 4.73243], [-0.15339, -3.96231, 4.92883], [1.30981, -4.42502, 4.05731], [2.36081, -0.04184, -2.21297], [0.72843, 0.43536, -2.77772], [-2.32989, 2.10176, 1.05177], [-2.16177, 3.16802, -0.31446], [-1.85845, 3.87777, 1.23252], [1.23547, 1.86170, 1.90195], [-0.06012, 2.88089, 2.46843], [-0.35614, 1.20730, 2.04886], [0.12038, 3.39276, -0.03314], [1.11438, -1.38720, 0.63593], [2.39787, -2.43814, -0.08198], [-0.47486, -3.49533, 0.25177]], "nbo_charge": [-0.62, -0.61, -0.59, -0.99, -0.64, 0.67, 0.68, 0.79, -0.20, -0.19, -0.22, -0.25, -0.21, 0.14, -0.49, -0.63, 1.28, -0.71, -0.69, -0.62, -0.60, -0.03, -0.63, -0.15, 0.50, 0.22, 0.23, 0.22, 0.23, 0.22, 0.40, 0.25, 0.26, 0.22, 0.26, 0.26, 0.22, 0.21, 0.22, 0.23, 0.20, 0.20, 0.22, 0.25, 0.26, 0.24]}

***

[3]
{"formula": "C16H22N4O2S", "method": "wB97M-V/def2-TZVPD", "gap_ev": 9.6, "e_tot_ha": -1390.59650, "species": ["C", "C", "C", "C", "C", "N", "C", "O", "N", "C", "C", "C", "C", "N", "C", "O", "C", "C", "C", "C", "C", "N", "S", "H", "H", "H", "H", "H", "H", "H", "H", "H", "H", "H", "H", "H", "H", "H", "H", "H", "H", "H", "H", "H", "H"], "positions_angstrom": [[-2.33393, 0.17953, -3.12537], [-2.02732, 0.98710, -1.87188], [-2.45818, 0.29845, -0.55593], [-3.97283, 0.07848, -0.50383], [-1.79490, -1.01094, -0.42517], [-1.29599, -2.03667, -0.28770], [-2.03259, 1.15995, 0.66248], [-2.85345, 1.57447, 1.45719], [-0.71026, 1.42110, 0.76324], [-0.17536, 2.13441, 1.91374], [0.18019, 1.16981, 3.01264], [1.36446, 1.01683, 3.59660], [2.61393, 1.78911, 3.26766], [3.49925, 1.07366, 2.31633], [2.88254, 0.74721, 1.10599], [2.58904, 1.59957, 0.29799], [2.74911, -0.72743, 0.80200], [2.13588, -1.05705, -0.52385], [1.77661, -2.30066, -0.94111], [1.16523, -2.26484, -2.22596], [0.59413, -3.45918, -2.91868], [1.07780, -1.07501, -2.76528], [1.71174, 0.06121, -1.75629], [-1.94698, 0.69745, -4.00254], [-1.84690, -0.79622, -3.08625], [-3.40441, 0.03415, -3.26874], [-0.95789, 1.19486, -1.83878], [-2.53820, 1.95317, -1.89914], [-4.26722, -0.33206, 0.45871], [-4.47889, 1.03402, -0.63224], [-4.28218, -0.60459, -1.29225], [-0.05711, 1.01596, 0.10746], [0.67971, 2.71788, 1.58258], [-0.95458, 2.81306, 2.26063], [-0.63878, 0.52750, 3.32297], [1.46432, 0.24870, 4.35869], [2.38307, 2.75827, 2.83048], [3.19894, 1.98002, 4.16598], [3.83452, 0.22812, 2.76646], [3.74922, -1.16835, 0.87998], [2.15177, -1.17847, 1.60050], [1.89669, -3.19979, -0.35345], [1.32074, -4.27077, -2.97190], [-0.27120, -3.82035, -2.35900], [0.28029, -3.19161, -3.92494]], "nbo_charge": [-0.62, -0.37, -0.26, -0.58, 0.32, -0.36, 0.71, -0.62, -0.62, -0.28, -0.16, -0.22, -0.27, -0.62, 0.72, -0.58, -0.56, -0.20, -0.29, 0.22, -0.65, -0.63, 0.65, 0.22, 0.22, 0.20, 0.22, 0.21, 0.24, 0.23, 0.22, 0.42, 0.22, 0.24, 0.22, 0.20, 0.22, 0.22, 0.36, 0.25, 0.25, 0.23, 0.22, 0.24, 0.23]}

***

[4]
{"formula": "C16H22N4O4", "method": "wB97M-V/def2-TZVPD", "gap_ev": 10.1, "e_tot_ha": -1142.96268, "smiles": "CNC(=O)[C@@H](CC(N)=O)NC(=O)[C@@H](Cc1ccccc1)NC(C)=O", "species": ["C", "N", "C", "O", "C", "C", "C", "N", "O", "N", "C", "O", "C", "C", "C", "C", "C", "C", "C", "C", "N", "C", "C", "O", "H", "H", "H", "H", "H", "H", "H", "H", "H", "H", "H", "H", "H", "H", "H", "H", "H", "H", "H", "H", "H", "H"], "positions_angstrom": [[3.84519, -0.59173, 0.93666], [2.40428, -0.85791, 1.05241], [1.59564, -0.20948, 1.90798], [2.06917, 0.53080, 2.79223], [0.06648, -0.46298, 1.87928], [-0.81319, 0.36507, 2.85504], [-0.90246, 1.83570, 2.49643], [0.06142, 2.65120, 2.83336], [-1.81511, 2.24961, 1.80168], [-0.52456, -0.36610, 0.57248], [-0.62996, -1.36060, -0.30208], [-0.04285, -2.40982, -0.14524], [-1.52727, -1.03091, -1.49941], [-0.63003, -0.38933, -2.57098], [0.28902, 0.75728, -2.08932], [-0.23262, 1.98769, -1.70649], [0.58797, 3.01774, -1.22590], [1.97071, 2.80184, -1.14101], [2.53159, 1.60890, -1.57361], [1.70925, 0.57939, -2.06403], [-2.28718, -2.15154, -2.07233], [-3.28589, -2.90425, -1.52783], [-3.54436, -2.79566, -0.02504], [-4.03589, -3.51426, -2.26240], [4.32368, -0.59460, 1.97098], [4.35543, -1.34856, 0.32186], [3.96476, 0.36557, 0.44230], [1.96206, -1.49495, 0.40961], [-0.01219, -1.51554, 2.11960], [-1.80732, -0.04499, 2.86018], [-0.41215, 0.30432, 3.83640], [0.94026, 2.25079, 3.16396], [0.08612, 3.56772, 2.44506], [-0.98908, 0.50420, 0.34570], [-2.22185, -0.28507, -1.15164], [-1.26177, -0.00746, -3.39132], [0.00847, -1.16738, -3.01286], [-1.29058, 2.11020, -1.74742], [0.20693, 3.96509, -0.90128], [2.56014, 3.59410, -0.73089], [3.58854, 1.44876, -1.52992], [2.12077, -0.34974, -2.37599], [-2.15637, -2.26049, -3.06441], [-4.53944, -3.10057, 0.22369], [-2.91389, -3.50831, 0.49892], [-3.37187, -1.77374, 0.34561]], "nbo_charge": [-0.42, -0.60, 0.68, -0.68, -0.12, -0.49, 0.66, -0.80, -0.66, -0.62, 0.69, -0.65, -0.12, -0.42, -0.03, -0.18, -0.21, -0.22, -0.20, -0.22, -0.61, 0.69, -0.72, -0.61, 0.23, 0.21, 0.20, 0.42, 0.24, 0.24, 0.24, 0.43, 0.40, 0.42, 0.20, 0.23, 0.22, 0.21, 0.22, 0.21, 0.21, 0.21, 0.40, 0.24, 0.24, 0.21]}

***

Energy relative to the best compared isomer or geometry (same formula, charge and spin) (computed, kJ/mol): 196.2 269.3 119.3 0.0
E_LUMO (computed, eV): 0.7 0.5 0.5 0.6